This record from OMol25 describes C18H18F5N3OSbTeV as an isolated structure. The level of theory is ωB97M-V/def2-TZVPD.

Each line ends with the Löwdin charge.
Geometry (Å):
V  -0.49893  0.42918  0.45711  1.060
C  -1.20101  -2.45814  2.06701  0.000
C  -1.36851  -2.43448  0.58358  -0.241
C  -2.02847  -3.47743  -0.05567  0.048
C  -2.15728  -3.49261  -1.42862  0.057
C  -1.57190  -2.46787  -2.18272  -0.064
C  -0.91681  -1.44848  -1.53920  -0.404
N  -0.87025  -1.40711  -0.16607  -0.054
Sb  0.00720  0.02274  -2.85588  1.684
C  2.06138  -0.22261  -2.15468  -0.394
C  3.00571  -0.01010  -3.15458  -0.072
C  4.35324  -0.31376  -2.95173  0.036
C  4.75611  -0.86317  -1.74028  0.059
C  3.69199  -1.00880  -0.88312  -0.102
C  3.95878  -1.89191  1.40621  0.073
N  2.45960  -0.74217  -0.96622  0.097
C  -1.02175  1.68187  -1.81532  -0.390
C  -1.35761  2.67449  -2.70378  -0.077
C  -2.24194  3.68502  -2.30997  0.061
C  -2.80217  3.63852  -1.05034  0.051
C  -2.46382  2.62828  -0.15944  -0.224
C  -3.10582  2.57771  1.18683  0.007
N  -1.55390  1.68744  -0.55209  -0.057
H  -1.03218  -3.48581  2.38709  0.117
H  -2.11492  -2.11918  2.56066  0.117
H  -0.36353  -1.85511  2.40837  0.070
H  -2.43217  -4.28098  0.54647  0.152
H  -2.68342  -4.30124  -1.92199  0.152
H  -1.62729  -2.49159  -3.26391  0.117
H  2.70452  0.38872  -4.11642  0.114
H  5.08406  -0.14432  -3.73393  0.153
H  5.77385  -1.15115  -1.51769  0.153
H  4.13360  -2.96500  1.32207  0.157
H  4.05333  -1.59112  0.17599  0.071
H  4.73399  -1.25552  1.83036  0.154
H  -0.96463  2.66990  -3.71284  0.112
H  -2.50680  4.47662  -3.00104  0.153
H  -3.52609  4.38091  -0.74130  0.152
H  -4.11344  2.98363  1.11159  0.117
H  -2.56032  3.21899  1.88337  0.107
H  -3.17519  1.57142  1.58699  0.075
F  1.12410  2.61730  6.85451  -0.371
Te  -0.16013  2.53451  5.58670  2.143
F  -1.51385  3.13109  6.62367  -0.371
F  0.97052  1.27795  0.71822  -0.276
F  2.73738  -1.57221  1.76170  0.063
F  -0.51603  0.76100  5.78017  -0.405
O  -1.15922  0.41459  1.84014  -0.181

Force components x, y, z for each atom (eV/Å):
V -0.53 0.17 -0.08
C 0.00 0.00 0.00
C 0.00 -0.02 0.01
C 0.03 -0.01 -0.01
C 0.00 0.00 0.01
C 0.07 -0.07 0.04
C 0.03 0.12 0.02
N 0.21 0.04 0.03
Sb -0.11 -0.21 0.10
C -0.02 0.16 -0.10
C -0.04 0.08 0.01
C 0.01 -0.01 0.04
C 0.01 0.01 -0.04
C -0.07 -0.01 0.06
C -0.08 0.02 0.05
N 0.05 -0.12 -0.06
C 0.27 0.16 -0.04
C 0.03 0.02 0.02
C -0.01 -0.01 0.01
C -0.01 -0.01 -0.01
C -0.07 -0.04 -0.01
C -0.01 0.01 -0.01
N -0.03 -0.04 -0.06
H -0.02 0.00 0.00
H 0.01 0.02 0.00
H 0.01 -0.02 0.00
H 0.00 0.00 0.00
H -0.01 0.00 0.00
H 0.00 0.00 0.00
H 0.00 0.00 0.00
H 0.00 0.00 0.00
H 0.00 0.01 0.00
H 0.01 0.01 -0.01
H 0.05 -0.02 -0.03
H -0.01 0.00 0.00
H 0.00 0.00 0.00
H 0.00 0.01 0.01
H 0.00 0.00 0.00
H 0.00 0.01 0.00
H 0.02 -0.03 0.02
H -0.01 0.00 0.00
F -0.03 -0.06 0.01
Te 0.08 0.33 0.41
F -0.01 -0.08 0.02
F 0.09 -0.44 -0.22
F 0.05 -0.02 -0.02
F -0.01 0.01 0.00
O 0.04 0.03 -0.18

Computed properties:
net charge	+4
gap between HOMO and LUMO	7.067	eV
E	-78537.4023	eV
HOMO level	-20.86	eV

=====

This record from OMol25 describes C8H20BCsO4S2 as an isolated structure. The level of theory is ωB97M-V/def2-TZVPD.

Each line ends with the Löwdin charge.
Geometry (Å):
Cs  -17.06633  -16.30496  -24.45841  1.278
B  -17.31980  -17.89365  -27.11637  -0.192
H  -17.93073  -17.74328  -27.99295  0.114
H  -16.79765  -16.96298  -26.95684  -0.072
H  -17.94035  -18.08902  -26.25556  -0.084
H  -16.65536  -18.71687  -27.32863  0.058
C  -13.25384  -13.56594  -19.92671  -0.175
C  -12.07386  -14.25053  -20.72528  -0.209
C  -12.63014  -15.23869  -21.74269  -0.217
S  -14.02457  -14.32072  -22.46971  0.711
O  -15.20755  -15.13502  -22.61693  -0.543
O  -13.53017  -13.56486  -23.64972  -0.336
C  -14.30959  -13.18850  -21.01915  -0.178
H  -12.98912  -12.71769  -19.29544  0.114
H  -13.66012  -14.25453  -19.18584  0.109
H  -11.38194  -14.69943  -20.01266  0.120
H  -11.61390  -13.44601  -21.29911  0.115
H  -13.01409  -16.06190  -21.14019  0.106
H  -12.01968  -15.69124  -22.52413  0.113
H  -15.35078  -13.37646  -20.75703  0.095
H  -14.15590  -12.18122  -21.40627  0.103
C  -21.75111  -18.65139  -24.33013  -0.202
C  -22.71510  -17.60687  -23.67250  -0.194
C  -21.89164  -16.63249  -22.79036  -0.202
S  -20.48137  -17.66077  -22.15096  0.716
O  -20.67491  -18.00387  -20.74151  -0.317
O  -19.23175  -17.11031  -22.61915  -0.508
C  -20.81358  -19.15644  -23.23085  -0.187
H  -21.34498  -18.36476  -25.30018  0.109
H  -22.36069  -19.49082  -24.66461  0.112
H  -23.37348  -18.08292  -22.94584  0.117
H  -23.27455  -16.96712  -24.35502  0.118
H  -22.39967  -16.05126  -22.02083  0.108
H  -21.55083  -15.88843  -23.51030  0.093
H  -21.34804  -19.82544  -22.55640  0.104
H  -19.84261  -19.61607  -23.41542  0.102

Force components x, y, z for each atom (eV/Å):
Cs 0.01 0.54 1.04
B 0.80 -0.09 4.02
H -1.39 0.68 -5.70
H 0.67 4.32 -0.46
H -1.48 -1.14 3.25
H 1.29 -4.33 -2.14
C -0.47 -0.90 -1.07
C -0.06 1.40 0.22
C -1.07 -0.38 0.94
S 1.82 2.09 -0.52
O -0.39 -0.58 -0.25
O -0.97 -1.39 2.06
C 0.58 -0.65 -0.17
H 0.44 0.20 -0.58
H -0.26 -0.36 -0.32
H 0.15 -0.01 -0.36
H 0.57 0.02 0.25
H -0.53 -0.20 -0.30
H 0.26 0.64 0.03
H 0.13 0.21 0.12
H -0.10 -0.06 0.03
C -1.05 -0.47 -0.06
C 0.63 0.28 1.27
C 0.78 -0.14 -1.08
S -1.84 -1.15 0.46
O 0.39 0.63 -1.77
O 0.73 0.54 -0.02
C -0.22 1.15 1.15
H 0.67 0.68 0.43
H -0.19 -0.18 0.27
H -0.37 -0.45 -0.56
H -0.13 -0.54 -0.18
H -0.08 -0.69 0.27
H 0.89 0.06 0.31
H -0.13 -0.01 -0.07
H -0.11 0.27 -0.50

Computed properties:
net charge	+1
gap between HOMO and LUMO (alpha / beta)	10.420 / 4.563	eV
spin multiplicity	2
<S²>	0.753
E	-39693.2309	eV
HOMO level (alpha / beta)	-13.04 / -13.04	eV

=====

This record from OMol25 describes an isolated molecule of C3H5NOS. The level of theory is ωB97M-V/def2-TZVPD.

Each line ends with the Löwdin charge.
Geometry (Å):
C  -0.91993  0.91096  0.00029  -0.327
C  1.14640  -0.29749  -0.11777  -0.204
C  2.51492  -0.33318  -0.01370  0.036
H  -3.56880  -1.34623  0.19638  -0.158
H  -1.18179  2.01576  -0.09059  0.152
H  0.50221  -1.16971  -0.16035  0.099
H  2.94340  0.68155  0.08127  0.064
H  3.13125  -1.21484  0.11194  0.048
N  -1.65586  -0.10040  0.04449  -0.357
O  0.47153  0.89639  -0.00484  -0.064
S  -3.38334  -0.04282  -0.04712  0.711

Force components x, y, z for each atom (eV/Å):
C 0.32 1.75 -0.46
C 2.17 -1.02 0.86
C -2.67 1.69 0.09
H 0.17 0.02 -0.01
H -0.07 -1.49 0.23
H 0.12 0.06 -0.12
H 0.21 -0.83 0.00
H -0.36 0.05 -0.39
N -0.19 -0.40 -0.01
O -0.68 -0.28 -0.27
S 0.99 0.44 0.08

Computed properties:
gap between HOMO and LUMO	9.552	eV
E	-17562.7490	eV
HOMO level	-8.75	eV

=====

This record from OMol25 describes C4H8O2 as an isolated structure. The level of theory is ωB97M-V/def2-TZVPD.

Each line ends with the Löwdin charge.
Geometry (Å):
C  1.06905  0.66543  -0.59727  -0.119
O  1.36993  -0.65029  -0.26043  -0.138
C  0.39994  -1.12982  0.65992  -0.189
C  -0.95815  -0.74879  0.07873  -0.109
C  -0.87222  0.73337  -0.23804  -0.363
O  -1.00412  1.60075  0.75717  -0.128
H  1.12051  0.84401  -1.67387  0.121
H  1.75263  1.38220  -0.09247  0.139
H  0.19667  1.34868  0.21932  0.128
H  0.53055  -0.65406  1.64373  0.133
H  0.55007  -2.20662  0.75585  0.127
H  -1.76604  -0.87291  0.80763  0.134
H  -1.16397  -1.34166  -0.81832  0.123
H  -1.22483  1.02970  -1.24195  0.141

Force components x, y, z for each atom (eV/Å):
C 0.03 0.13 -0.17
O 0.05 0.02 -0.04
C -0.14 -0.13 0.20
C 0.00 -0.02 -0.04
C -0.09 -0.25 -0.26
O -0.05 0.10 0.07
H -0.01 -0.06 0.16
H -0.13 -0.04 -0.02
H 0.20 0.12 0.04
H -0.01 -0.08 -0.14
H -0.05 0.14 0.00
H 0.12 0.01 -0.11
H 0.03 0.09 0.11
H 0.03 -0.04 0.21

Computed properties:
gap between HOMO and LUMO	10.007	eV
E	-8368.3184	eV
HOMO level	-9.09	eV